1.
Molecular formula: C7H10BrN2
Method: DFT, ωB97M-V with the def2-TZVPD basis set

XYZ file:
```
20
C7H10BrN2 | the OMol25 dataset | ωB97M-V with the def2-TZVPD basis set
C -0.26851 -0.08720 2.28808
C 0.65757 -1.98363 1.50420
C 0.96062 1.00426 -2.07636
C -0.28974 1.70315 -1.63245
C -1.09225 0.05397 1.08054
C 0.50113 0.72751 -0.66122
C -0.27325 -0.51762 -0.20756
N 0.56866 -1.04878 2.38241
N 0.51119 -1.68427 0.23753
Br -2.91758 -1.11148 1.24033
H -0.35549 0.57067 3.05381
H 0.98644 -2.88924 1.92027
H 1.15582 0.24136 -2.87530
H 1.74117 1.77749 -2.05923
H -0.19604 2.79016 -1.46312
H -1.23110 1.27430 -1.98555
H -1.33217 1.08996 0.62445
H 1.01837 1.28399 0.15158
H -0.87895 -0.80401 -1.08842
H 0.73410 -2.39062 -0.43397
```

Summary:
max |F| = 4.375 eV/Å
multiplicity = 1
energy above the lowest of the compared OMol25 structures with the same formula, charge and spin = 66.3 kcal/mol
SMILES string = Br[C@H]1C=NC=[NH+][C@@H]1C1CC1
Kohn-Sham gap = 8.24 eV
total charge = +1
HOMO = -14.22 eV

2.
Molecular formula: C7H10Cl16N2O2Si2
Method: DFT, ωB97M-V with the def2-TZVPD basis set

XYZ file:
```
39
C7H10Cl16N2O2Si2 | the OMol25 dataset | ωB97M-V with the def2-TZVPD basis set
C 0.80099 -0.01014 2.77496
C 0.07564 -1.20978 1.93816
N 0.96639 -2.41465 1.77238
Si 2.01126 -2.26795 0.31828
O 3.00101 -0.83476 0.32815
Si 2.26290 0.43826 -0.65253
O 3.14861 -3.62062 0.40425
C 3.13540 -4.16080 1.73188
N 3.50775 -4.44554 2.85521
H 0.51673 0.97032 2.22898
H 1.95151 -0.15052 2.74832
H 0.41539 0.08687 3.84567
H -0.34862 -0.82496 0.92535
H -0.85232 -1.49327 2.57165
H 0.30665 -3.20690 1.61212
H 1.20667 -2.35191 -0.92081
H 1.27965 -0.10051 -1.58991
H 1.64484 1.34794 0.33328
H 3.31178 1.23353 -1.30533
C -2.92568 -1.20781 -1.22599
Cl -3.75408 -0.63203 0.23607
Cl -4.09586 -1.34229 -2.55580
Cl -1.64789 -0.05655 -1.67501
Cl -2.20264 -2.80065 -0.90926
C 1.18302 4.54405 1.07155
Cl 0.24395 6.05226 1.03892
Cl 0.40471 3.33781 0.02333
Cl 2.83125 4.85912 0.48712
Cl 1.25264 3.92519 2.73552
C 3.71362 1.06703 -5.09538
Cl 2.08223 0.77093 -4.45188
Cl 3.65342 2.39921 -6.26958
Cl 4.80854 1.50011 -3.76505
Cl 4.30873 -0.40267 -5.89691
C -7.63999 0.20039 0.86636
Cl -9.24579 0.60758 1.50844
Cl -7.71179 -1.37321 0.04399
Cl -7.12926 1.44991 -0.28937
Cl -6.47136 0.11703 2.20288
```

Summary:
max |F| = 6.489 eV/Å
multiplicity = 1
Kohn-Sham gap = 9.68 eV
HOMO = -9.93 eV

3.
Molecular formula: C7H10Cl2N3S
Method: DFT, ωB97M-V with the def2-TZVPD basis set

XYZ file:
```
23
C7H10Cl2N3S | the OMol25 dataset | ωB97M-V with the def2-TZVPD basis set
C -1.40648 -3.47052 -0.44746
C 0.58079 -3.09391 -1.75096
C -0.52526 -3.95023 -1.37269
C 0.61476 -1.86271 -1.08823
C 0.64769 4.22576 2.30882
C -0.67259 3.95498 1.55784
C -0.82796 2.59227 1.05343
N -0.25268 -1.53359 -0.16339
N -1.23254 -2.35115 0.21525
N 1.38743 -3.21881 -2.84473
S 0.53463 1.70211 0.83811
Cl -0.52131 -5.45831 -2.15620
Cl 1.68740 -0.57526 -1.44733
H -2.33675 -4.10445 -0.16323
H 0.47685 4.27167 3.35090
H 1.44157 3.42705 2.15374
H 1.06497 5.22230 1.95649
H -0.70851 4.68447 0.80599
H -1.59657 4.34050 2.22774
H -0.29940 -0.65073 0.31588
H -1.81571 2.27353 0.84428
H 1.93129 -4.02156 -2.96675
H 1.82837 -2.40341 -3.22751
```

Summary:
max |F| = 3.881 eV/Å
multiplicity = 1
energy above the lowest of the compared OMol25 structures with the same formula, charge and spin = 15.9 kcal/mol
Kohn-Sham gap = 6.99 eV
total charge = +1
HOMO = -11.95 eV

4.
Molecular formula: C7H10Cl2NO
Method: DFT, ωB97M-V with the def2-TZVPD basis set

XYZ file:
```
21
C7H10Cl2NO | the OMol25 dataset | ωB97M-V with the def2-TZVPD basis set
C -0.30179 1.83936 1.81766
C -1.48872 1.35220 1.21698
C 0.88724 1.44532 1.34056
C -1.46847 0.43722 0.25510
C 1.00795 0.62372 0.02884
C -0.08842 -1.67132 0.73436
C 0.60178 -1.17265 -2.39015
N -0.16164 -0.17633 -0.22883
O -0.41639 -0.52171 -1.61286
Cl -2.87491 -0.23955 -0.46369
Cl 1.02844 1.92856 -1.29879
H -0.55199 2.49607 2.63927
H -2.55076 1.55307 1.42677
H 1.84673 1.53528 1.94538
H 2.00841 0.33725 0.13678
H 0.63231 -2.45490 0.23979
H 0.41879 -1.41149 1.56290
H -1.08372 -2.06743 0.59607
H 0.48229 -2.16221 -2.35157
H 1.57415 -0.76512 -2.17522
H 0.49872 -0.90534 -3.41939
```

Summary:
max |F| = 5.980 eV/Å
multiplicity = 1
energy above the lowest of the compared OMol25 structures with the same formula, charge and spin = 51.0 kcal/mol
SMILES string = CO[N@+]1(C)C(Cl)=CC=C[C@@H]1Cl
Kohn-Sham gap = 8.70 eV
total charge = +1
HOMO = -13.15 eV

5.
Molecular formula: C7H10Cl2NO
Method: DFT, ωB97M-V with the def2-TZVPD basis set

XYZ file:
```
21
C7H10Cl2NO | the OMol25 dataset | ωB97M-V with the def2-TZVPD basis set
C -0.29895 -1.63161 1.82483
C 0.39855 -2.14211 0.69621
C -0.84153 -0.45426 1.61646
C 0.50565 -1.40339 -0.46959
C -1.12874 0.08728 0.26430
C 1.49416 1.10644 0.70364
C -0.40535 1.66131 -2.06448
N -0.02370 -0.10329 -0.51387
O 0.14504 0.41565 -1.72373
Cl 1.57985 -1.86412 -1.76403
Cl -2.51378 -0.82870 -0.60851
H -0.04564 -2.06750 2.83993
H 0.84431 -3.05833 0.75410
H -1.33360 -0.03712 2.38203
H -1.67681 1.00936 0.22775
H 1.61274 2.04501 0.32689
H 0.79866 1.11355 1.42610
H 2.21742 0.36153 0.61678
H -1.36559 1.74502 -2.32777
H 0.13248 1.78354 -2.97663
H -0.09515 2.26174 -1.23043
```

Summary:
max |F| = 4.145 eV/Å
multiplicity = 1
energy above the lowest of the compared OMol25 structures with the same formula, charge and spin = 86.7 kcal/mol
Kohn-Sham gap (spin up / spin down) = 7.58 / 6.52 eV
total charge = +1
HOMO (spin up / spin down) = -13.01 / -12.99 eV

6.
Molecular formula: C7H10FP
Method: DFT, ωB97M-V with the def2-TZVPD basis set

XYZ file:
```
19
C7H10FP | the OMol25 dataset | ωB97M-V with the def2-TZVPD basis set
C -2.63875 1.06147 -0.08974
C -1.42792 1.73612 0.07747
C -2.85004 -0.30338 -0.32641
C -2.09445 -1.37075 -0.05062
C -0.13447 1.29601 0.06099
C 2.25110 0.30845 -1.05546
C 1.15648 -0.91529 1.23080
F 0.79933 2.26752 0.32397
P 0.61164 -0.27359 -0.41504
H -3.51923 1.69280 -0.11685
H -1.51752 2.80075 0.27210
H -3.87150 -0.52772 -0.65827
H -2.13612 -2.31813 -0.55957
H 2.09466 0.88648 -1.96404
H 2.76365 0.92150 -0.31417
H 2.85063 -0.56994 -1.28998
H 0.27103 -1.02700 1.85159
H 1.61739 -1.89211 1.09443
H 1.86623 -0.23014 1.69393
```

Summary:
max |F| = 1.141 eV/Å
multiplicity = 1
energy above the lowest of the compared OMol25 structures with the same formula, charge and spin = 48.2 kcal/mol
Kohn-Sham gap (spin up / spin down) = 7.19 / 7.04 eV
HOMO (spin up / spin down) = -7.99 / -7.40 eV